1.
A structure of composition C11H41CaN14O10 at a distorted geometry. Source: the Open Molecules 2025 dataset; level of theory: ωB97M-V with the def2-TZVPD basis set.

Element x y z (Å)
Ca 20.355 -9.394 23.479
C 22.540 -12.531 24.156
C 21.390 -12.376 23.192
O 21.395 -11.174 22.464
H 23.519 -12.652 23.690
H 22.327 -13.423 24.756
H 22.663 -11.685 24.838
H 20.412 -12.550 23.679
H 21.285 -13.242 22.516
C 24.359 -15.040 26.928
O 23.885 -13.709 27.191
H 23.748 -15.704 27.539
H 24.273 -15.300 25.874
H 25.386 -15.126 27.271
H 22.929 -13.611 27.226
C 23.387 -16.212 22.755
O 23.784 -17.503 23.202
H 24.033 -15.753 22.005
H 22.380 -16.362 22.334
H 23.220 -15.577 23.628
H 24.271 -17.882 22.462
C 26.858 -12.263 24.276
O 26.428 -11.099 24.386
N 26.111 -13.354 24.551
N 28.090 -12.478 23.768
H 25.195 -13.184 24.925
H 26.504 -14.275 24.559
H 28.396 -13.427 23.906
H 28.731 -11.715 23.665
C 23.328 -8.244 24.903
O 22.348 -8.909 24.494
N 24.373 -7.924 24.104
N 23.457 -7.866 26.178
H 24.268 -8.206 23.140
H 25.165 -7.341 24.295
H 24.324 -7.502 26.535
H 22.678 -7.926 26.809
C 20.404 -10.515 26.918
O 20.230 -10.149 25.754
N 19.377 -10.859 27.748
N 21.627 -10.635 27.521
H 18.426 -10.643 27.512
H 19.638 -11.093 28.685
H 22.454 -10.416 26.978
H 21.722 -11.158 28.368
C 18.590 -11.640 19.138
O 17.763 -11.684 20.047
N 19.927 -11.717 19.380
N 18.239 -11.515 17.831
H 20.528 -11.431 18.629
H 20.132 -11.570 20.357
H 17.246 -11.482 17.682
H 18.896 -11.465 17.079
C 24.956 -10.365 27.946
O 25.514 -9.263 28.037
N 24.817 -11.147 29.059
N 24.691 -11.004 26.781
H 24.534 -12.103 28.918
H 24.943 -10.805 29.991
H 25.108 -10.665 25.923
H 24.289 -11.938 26.826
C 18.248 -15.484 21.285
O 17.128 -15.033 21.507
N 18.638 -16.750 21.617
N 19.250 -14.704 20.770
H 19.609 -16.984 21.585
H 17.959 -17.336 22.065
H 18.941 -13.759 20.591
H 20.170 -15.067 20.634
C 24.635 -10.432 20.656
O 25.651 -9.944 20.142
N 23.418 -10.421 20.092
N 24.622 -10.825 21.948
H 23.365 -10.253 19.104
H 22.632 -10.809 20.604
H 23.703 -11.121 22.252
H 25.280 -10.459 22.617

Computed properties:
Net charge: +1
HOMO energy (eV): -11.20
Spin multiplicity: 1
E_LUMO (eV): -3.757
Relative energy (zero: lowest compared OMol25 entry of this formula, charge and spin) (eV): 2.341

Atom charges from the Löwdin analysis, given in e for atoms 1 to 5: number 1, Ca, carries 1.62; number 2, C, carries -0.10; number 3, C, carries -0.44; number 4, O, carries -0.49; number 5, H, carries 0.05

2.
A structure of composition C11H44Al2O15P at a distorted geometry. Source: the Open Molecules 2025 dataset; level of theory: ωB97M-V with the def2-TZVPD basis set.

Element x y z (Å)
Al 8.334 -10.406 12.307
Al 0.461 -13.688 9.748
P 6.326 -15.794 9.553
O 7.736 -15.139 9.522
O 6.254 -17.358 9.781
O 5.401 -15.413 8.334
O 5.631 -15.020 10.701
C 6.142 -20.528 15.112
O 5.148 -19.769 14.438
H 7.147 -20.112 15.048
H 5.903 -20.624 16.171
H 6.175 -21.541 14.710
H 5.538 -19.686 13.564
C 6.616 -23.876 7.848
O 6.267 -23.299 9.107
H 6.096 -23.456 6.987
H 7.644 -23.543 7.704
H 6.650 -24.964 7.894
H 6.466 -22.360 9.104
C 6.618 -15.087 17.522
O 6.398 -14.269 16.406
H 7.466 -15.763 17.412
H 6.808 -14.473 18.403
H 5.733 -15.695 17.709
H 6.050 -14.830 15.709
C 12.854 -13.624 5.351
O 12.851 -14.080 6.697
H 12.419 -14.357 4.672
H 12.359 -12.665 5.200
H 13.873 -13.554 4.970
H 11.968 -14.241 7.038
C 0.882 -10.339 3.318
O 1.472 -11.189 4.288
H 1.493 -10.293 2.417
H -0.088 -10.721 2.998
H 0.660 -9.345 3.707
H 2.430 -11.181 4.236
C 0.045 -17.084 16.126
O 0.731 -16.689 14.931
H -0.706 -16.387 16.497
H -0.431 -18.049 15.956
H 0.749 -17.235 16.944
H 1.470 -17.293 14.831
C 7.838 -18.842 4.497
O 6.561 -18.280 4.223
H 7.944 -19.823 4.034
H 8.613 -18.174 4.122
H 8.012 -18.983 5.564
H 6.245 -17.729 4.943
C 1.135 -20.365 7.474
O 1.574 -19.393 8.371
H 1.334 -21.353 7.888
H 0.058 -20.254 7.347
H 1.654 -20.295 6.518
H 2.515 -19.561 8.462
C 6.560 -12.841 2.469
O 6.585 -12.458 3.842
H 6.576 -11.997 1.778
H 7.424 -13.491 2.336
H 5.722 -13.438 2.110
H 6.301 -13.211 4.367
C 11.841 -20.084 9.595
O 10.822 -19.928 10.573
H 11.881 -19.184 8.982
H 12.789 -20.307 10.085
H 11.752 -20.913 8.893
H 10.015 -19.556 10.208
C 13.353 -15.815 14.009
O 12.238 -15.053 13.656
H 14.073 -15.189 14.536
H 13.021 -16.650 14.626
H 13.744 -16.231 13.080
H 11.939 -15.496 12.858

Computed properties:
Net charge: +3
HOMO energy (eV): -15.19
Spin multiplicity: 1
E_LUMO (eV): -13.889
Relative energy (zero: lowest compared OMol25 entry of this formula, charge and spin) (eV): 4.330

Atom charges from the Löwdin analysis, given in e for atoms 1 to 5: number 1, Al, carries 1.00; number 2, Al, carries 1.00; number 3, P, carries 0.06; number 4, O, carries -0.16; number 5, O, carries -0.20

3.
A cluster of 11 separate species, C11H44N22O11 in total at a distorted geometry. Source: the Open Molecules 2025 dataset; level of theory: ωB97M-V with the def2-TZVPD basis set.

Element x y z (Å)
N 2.331 -1.751 -2.670
C 2.025 -3.044 -2.202
N 1.383 -3.148 -1.007
O 2.377 -4.001 -2.882
H 3.010 -1.847 -3.459
H 2.521 -0.946 -2.030
H 0.951 -2.308 -0.641
H 1.062 -4.049 -0.836
N -1.629 -0.762 0.876
C -0.431 -0.104 0.739
N -0.145 0.913 1.751
O 0.405 -0.474 -0.178
H -2.078 -1.058 -0.003
H -2.276 -0.520 1.603
H -0.860 1.653 1.691
H 0.855 1.189 1.588
N -3.700 0.876 4.848
C -3.654 -0.034 3.821
N -4.721 0.065 2.923
O -2.756 -0.879 3.667
H -2.906 0.946 5.419
H -4.144 1.725 4.556
H -4.830 -0.622 2.209
H -5.296 0.860 2.962
N -4.895 -2.919 -1.078
C -4.684 -2.474 0.173
N -3.802 -3.152 0.916
O -5.130 -1.393 0.588
H -4.590 -2.133 -1.669
H -4.331 -3.702 -1.310
H -3.855 -2.822 1.845
H -3.377 -4.028 0.718
N 5.237 2.155 -2.619
C 4.142 2.657 -2.020
N 3.457 1.913 -1.071
O 3.675 3.701 -2.399
H 5.377 1.149 -2.678
H 5.800 2.781 -3.250
H 3.845 1.090 -0.660
H 2.520 2.153 -0.891
N 0.086 0.831 -3.708
C -0.340 2.059 -4.153
N 0.408 2.614 -5.138
O -1.451 2.529 -3.756
H -0.352 0.705 -2.809
H 1.100 0.740 -3.562
H -0.330 3.231 -5.452
H 0.803 2.013 -5.808
N 0.242 -2.404 3.737
C -0.369 -3.643 3.914
N -1.477 -3.698 4.883
O -0.031 -4.591 3.213
H -0.343 -1.573 3.858
H 0.797 -2.370 2.918
H -1.690 -2.806 5.223
H -2.207 -4.309 4.923
N 3.986 4.439 1.569
C 3.430 3.399 2.237
N 3.071 3.471 3.562
O 3.289 2.315 1.705
H 4.344 4.261 0.612
H 3.775 5.462 1.695
H 3.357 2.619 4.059
H 3.400 4.329 4.025
N -1.094 4.369 -0.870
C -1.691 3.339 -0.148
N -2.513 2.554 -0.901
O -1.617 3.263 1.053
H -1.350 4.209 -1.844
H -0.625 5.196 -0.552
H -2.874 1.767 -0.404
H -2.459 2.454 -1.928
N -1.629 -2.368 -3.113
C -2.640 -1.447 -3.001
N -3.439 -1.266 -4.114
O -2.885 -0.890 -1.916
H -1.226 -2.687 -3.979
H -0.959 -2.417 -2.293
H -3.584 -1.834 -4.934
H -4.277 -0.820 -3.855
N 4.722 -2.440 0.655
C 4.578 -1.131 0.703
N 3.517 -0.545 1.370
O 5.349 -0.469 0.043
H 4.435 -3.096 1.346
H 5.693 -2.549 0.341
H 3.570 0.461 1.545
H 2.619 -0.933 1.706

Computed properties:
HOMO energy (eV): -9.27
Spin multiplicity: 1
E_LUMO (eV): 0.375
Relative energy (zero: lowest compared OMol25 entry of this formula, charge and spin) (eV): 2.775

Atom charges from the Löwdin analysis, given in e for atoms 1 to 5: number 1, N, carries 0.12; number 2, C, carries -0.68; number 3, N, carries 0.17; number 4, O, carries 0.00; number 5, H, carries 0.11

4.
A cluster of 11 separate species, C11H44N22O11 in total at a distorted geometry. Source: the Open Molecules 2025 dataset; level of theory: ωB97M-V with the def2-TZVPD basis set.

Element x y z (Å)
N 3.084 -0.207 -10.086
C 1.834 -0.574 -9.711
N 1.855 -1.022 -8.482
O 0.839 -0.469 -10.406
H 3.765 -0.201 -9.340
H 3.319 0.060 -11.032
H 0.961 -1.197 -8.044
H 2.707 -1.538 -8.313
N -5.893 -1.237 0.600
C -6.395 -0.106 0.973
N -7.468 -0.383 1.592
O -5.869 0.994 0.871
H -5.007 -0.980 0.189
H -6.373 -2.110 0.435
H -8.026 0.291 2.097
H -7.670 -1.369 1.672
N 4.577 7.050 -0.955
C 4.729 7.081 -2.233
N 3.788 7.708 -2.835
O 5.673 6.548 -2.764
H 3.795 7.550 -0.558
H 5.351 6.611 -0.476
H 3.025 8.165 -2.356
H 3.958 7.756 -3.829
N 0.635 -1.417 0.389
C 1.285 -0.609 -0.432
N 1.657 0.467 0.260
O 1.143 -0.684 -1.634
H 0.117 -2.168 -0.043
H 0.894 -1.352 1.363
H 1.864 0.570 1.243
H 2.017 1.190 -0.346
N 4.229 -0.669 7.545
C 4.248 -0.472 6.259
N 5.202 -1.315 5.827
O 3.709 0.354 5.493
H 4.915 -1.239 8.019
H 3.359 -0.477 8.020
H 5.699 -1.639 6.644
H 5.500 -1.511 4.882
N 2.862 -6.788 -3.712
C 3.667 -5.818 -3.382
N 3.768 -5.667 -2.085
O 4.376 -5.328 -4.226
H 2.119 -6.932 -3.043
H 2.465 -6.915 -4.632
H 4.490 -5.080 -1.692
H 3.041 -5.938 -1.438
N -5.502 -3.956 -5.652
C -4.400 -4.139 -5.019
N -3.384 -3.720 -5.675
O -4.423 -4.665 -3.926
H -5.596 -3.413 -6.498
H -6.333 -4.147 -5.111
H -3.583 -3.504 -6.641
H -2.494 -4.032 -5.313
N -2.042 4.372 -3.042
C -2.780 4.170 -4.084
N -2.452 3.042 -4.535
O -3.580 4.890 -4.608
H -1.595 3.647 -2.499
H -1.903 5.302 -2.673
H -1.912 2.358 -4.024
H -3.183 2.702 -5.142
N 4.064 8.811 4.624
C 2.910 8.337 5.155
N 2.758 7.158 4.599
O 2.051 8.963 5.729
H 4.638 8.285 3.981
H 4.364 9.746 4.862
H 3.530 6.785 4.066
H 1.855 6.717 4.698
N -2.040 -7.687 4.461
C -1.931 -7.045 3.305
N -2.926 -6.231 3.219
O -1.003 -7.149 2.546
H -1.330 -8.373 4.675
H -2.938 -7.781 4.914
H -3.747 -6.098 3.791
H -2.853 -5.710 2.356
N -3.990 1.033 8.314
C -2.895 0.405 7.889
N -2.894 0.125 6.606
O -1.941 -0.063 8.551
H -4.762 0.431 8.065
H -3.955 1.244 9.301
H -3.588 0.576 6.027
H -2.035 -0.375 6.427

Computed properties:
HOMO energy (eV): -9.62
Spin multiplicity: 1
E_LUMO (eV): -0.132
Relative energy (zero: lowest compared OMol25 entry of this formula, charge and spin) (eV): 10.449

Atom charges from the Löwdin analysis, given in e for atoms 1 to 5: number 1, N, carries 0.14; number 2, C, carries -0.75; number 3, N, carries 0.15; number 4, O, carries 0.03; number 5, H, carries 0.10

5.
A cluster of 11 separate species, C11H44N4O11 in total at a distorted geometry. Source: the Open Molecules 2025 dataset; level of theory: ωB97M-V with the def2-TZVPD basis set.

Element x y z (Å)
N 1.212 0.264 0.081
C 0.179 -0.473 -0.290
N -0.720 -0.656 0.597
O 0.095 -0.877 -1.456
H 2.044 0.307 -0.477
H 1.349 0.377 1.075
H -0.755 -0.248 1.505
H -1.596 -1.053 0.347
N -5.200 1.475 0.384
C -4.737 0.245 0.457
N -5.374 -0.642 -0.291
O -3.790 -0.044 1.219
H -5.477 1.815 -0.523
H -4.560 2.141 0.787
H -5.064 -1.558 0.012
H -6.340 -0.486 -0.495
C 1.838 3.645 -2.392
C 1.820 2.501 -3.413
C 0.550 2.503 -4.253
O 2.936 2.557 -4.285
H 0.964 3.662 -1.753
H 1.980 4.602 -2.895
H 2.727 3.589 -1.746
H 1.903 1.528 -2.889
H 0.459 3.461 -4.740
H -0.240 2.346 -3.515
H 0.523 1.659 -4.945
H 2.885 3.354 -4.811
C 2.319 -0.293 3.818
C 2.458 1.223 3.880
C 3.745 1.656 4.581
O 2.364 1.761 2.581
H 1.374 -0.751 3.509
H 2.603 -0.653 4.808
H 3.091 -0.653 3.124
H 1.637 1.587 4.485
H 4.636 1.326 4.037
H 3.835 1.220 5.573
H 3.758 2.740 4.609
H 3.082 1.461 1.966
C -3.053 -3.616 -1.418
C -3.310 -4.286 -0.033
C -2.034 -4.526 0.724
O -4.229 -3.495 0.650
H -2.870 -4.423 -2.120
H -2.238 -2.915 -1.299
H -3.926 -3.026 -1.710
H -3.830 -5.228 -0.210
H -2.209 -4.925 1.714
H -1.561 -3.550 0.743
H -1.340 -5.232 0.247
H -3.860 -3.376 1.534
O 2.154 -2.353 -2.252
H 1.351 -1.801 -2.055
H 2.061 -3.175 -1.763
O -2.021 -0.790 -3.264
H -1.671 -0.189 -3.938
H -1.251 -0.921 -2.688
O 3.692 -0.435 -1.694
H 3.180 -1.259 -1.943
H 3.937 0.059 -2.473
O 4.459 0.820 0.895
H 4.279 0.357 0.029
H 5.357 1.150 0.816
O -1.734 0.295 3.303
H -1.533 1.245 3.355
H -2.443 0.286 2.643
O -0.259 3.098 1.469
H 0.590 2.863 1.882
H -0.202 2.730 0.590

Computed properties:
HOMO energy (eV): -10.09
Spin multiplicity: 1
E_LUMO (eV): 0.479
Relative energy (zero: lowest compared OMol25 entry of this formula, charge and spin) (eV): 0.000

Atom charges from the Löwdin analysis, given in e for atoms 1 to 5: number 1, N, carries 0.22; number 2, C, carries -0.68; number 3, N, carries 0.24; number 4, O, carries -0.03; number 5, H, carries 0.07

6.
A cluster of 16 separate species, C11H46NO17 in total at a distorted geometry. Source: the Open Molecules 2025 dataset; level of theory: ωB97M-V with the def2-TZVPD basis set.

Element x y z (Å)
C 2.515 -1.714 0.036
C 1.335 -1.276 -0.873
C 0.597 -0.137 -0.094
C 0.460 -2.539 -1.063
C -0.820 -2.310 -1.905
C -1.966 -1.644 -1.159
C -2.208 -0.318 -1.439
N -3.184 0.306 -0.782
C -3.947 -0.274 0.134
C -3.764 -1.590 0.448
C -2.750 -2.302 -0.207
C -2.569 -3.760 0.162
O -1.517 -4.317 0.312
O -3.746 -4.456 0.359
H 3.099 -2.517 -0.429
H 3.128 -0.870 0.365
H 2.046 -2.180 0.922
H 1.700 -0.876 -1.827
H -0.147 -0.615 0.567
H 0.139 0.605 -0.751
H 1.344 0.326 0.554
H 0.278 -2.963 -0.072
H 1.077 -3.252 -1.631
H -1.192 -3.245 -2.345
H -0.537 -1.660 -2.746
H -1.621 0.223 -2.173
H -3.343 1.302 -0.977
H -4.725 0.261 0.671
H -4.353 -2.113 1.198
H -4.168 -4.623 -0.495
O 2.289 1.697 -1.762
H 1.502 1.734 -2.311
H 2.125 2.348 -1.066
O -6.709 -2.042 1.783
H -7.348 -2.066 1.060
H -7.254 -1.996 2.575
O 2.958 4.534 -0.867
H 3.766 4.658 -1.378
H 3.124 5.026 -0.055
O 1.421 3.297 1.357
H 1.787 3.372 2.248
H 2.037 3.787 0.798
O 2.251 -3.066 3.651
H 2.850 -3.628 3.146
H 1.386 -3.247 3.269
O 4.133 6.768 -1.993
H 3.972 7.328 -2.761
H 3.562 7.137 -1.311
O 3.304 1.987 3.668
H 4.001 1.728 3.057
H 2.629 1.295 3.575
O -9.034 -1.716 -0.505
H -9.778 -2.317 -0.615
H -9.313 -0.911 -0.952
O -3.583 -2.263 -4.278
H -3.561 -3.147 -3.889
H -3.470 -1.673 -3.529
O 1.434 -0.113 3.166
H 1.630 -0.631 2.379
H 0.626 -0.504 3.512
O 3.542 -1.728 6.108
H 3.323 -0.822 5.868
H 3.118 -2.262 5.426
O 6.937 6.597 -0.606
H 7.541 6.073 -1.143
H 6.074 6.467 -1.020
O -2.870 3.178 -0.795
H -2.460 3.326 0.067
H -2.279 3.621 -1.415
O 6.727 3.978 0.812
H 6.871 4.926 0.671
H 6.704 3.606 -0.074
O -2.365 -4.958 -3.300
H -1.699 -5.230 -3.942
H -3.061 -5.620 -3.391

Computed properties:
Net charge: +1
HOMO energy (eV): -12.12
Spin multiplicity: 1
E_LUMO (eV): -4.373

Atom charges from the Löwdin analysis, given in e for atoms 1 to 5: number 1, C, carries -0.07; number 2, C, carries -0.38; number 3, C, carries -0.08; number 4, C, carries -0.16; number 5, C, carries -0.11

7.
A structure of composition C11H4Cl5NO3Sn. Source: the Open Molecules 2025 dataset; level of theory: ωB97M-V with the def2-TZVPD basis set.

Element x y z (Å)
Sn 0.392 1.165 -1.630
Cl 0.361 -3.797 -2.414
C 0.590 -3.014 -0.892
C 0.962 -3.787 0.225
C 1.145 -3.216 1.448
Cl 1.610 -4.203 2.801
C 0.964 -1.824 1.618
C 1.120 -1.123 2.833
C 0.913 0.228 2.879
C 0.565 0.904 1.700
N 0.430 0.276 0.555
C 0.606 -1.069 0.486
C 0.405 -1.650 -0.803
O 0.053 -0.886 -1.806
H 1.101 -4.852 0.099
H 1.403 -1.670 3.723
H 1.018 0.781 3.801
H 0.395 1.974 1.694
Cl -3.857 3.576 -3.197
C -2.319 4.134 -2.538
Cl -1.285 4.766 -3.846
Cl -2.601 5.398 -1.347
C -1.540 2.935 -1.924
O -0.920 3.083 -0.861
O -1.513 1.871 -2.603

Computed properties:
HOMO energy (eV): -8.33
Spin multiplicity: 1
E_LUMO (eV): -0.854

Atom charges from the Löwdin analysis, given in e for atoms 1 to 5: number 1, Sn, carries 1.46; number 2, Cl, carries 0.72; number 3, C, carries -0.58; number 4, C, carries -0.11; number 5, C, carries -0.61